<a>
Computed, not measured: the molecule C3H6N2S2, with ωB97M-V with the def2-TZVPD basis set.

XYZ file:
```
13
Properties=species:S:1:pos:R:3:nbo_charge:R:1
S -1.0306 -2.1652 0.0030 -0.29
C 0.2141 -0.9870 -0.0242 0.31
N 1.5083 -1.3679 -0.0274 -0.69
S 2.9020 -0.3405 0.0250 0.15
N 0.0200 0.3617 -0.0259 -0.52
C -1.1471 0.9430 0.7548 -0.22
C -1.1303 0.9481 -0.7387 -0.23
H 1.7626 -2.3608 -0.0084 0.43
H 2.1779 0.8101 -0.1380 0.17
H -0.8818 1.8494 1.2622 0.21
H -1.7395 0.1586 1.3088 0.24
H -1.8220 0.2620 -1.1458 0.23
H -0.8337 1.8884 -1.2454 0.22
```

Calculated values
2S+1: 1
Structure (SMILES): S=C(NS)N1CC1

<b>
Computed, not measured: the molecule C3H6N2S2, with ωB97M-V with the def2-TZVPD basis set.

XYZ file:
```
13
Properties=species:S:1:pos:R:3:nbo_charge:R:1
C 1.4000 -1.3528 0.1882 -0.45
N 1.2528 0.0105 0.4854 -0.50
C 0.1673 0.6813 0.2363 0.37
N 0.0754 1.9295 0.9335 -0.81
C -1.2339 0.1276 -0.3685 -0.36
S -2.3325 -0.3765 0.7750 0.05
S -1.3123 -0.2308 -2.1037 0.11
H 0.2410 -1.8432 0.6148 0.20
H 1.5856 -1.3493 -1.0338 0.20
H 2.4894 -1.7851 0.7838 0.22
H 1.0979 2.2980 0.6703 0.41
H -0.7273 2.4788 0.7372 0.38
H -2.7034 -0.5881 -1.9185 0.17
```

Calculated values
2S+1: 1
Structure (SMILES): C/N=C(/N)C(=S)S

Going by the energies, <a> is most stable and the next is 0.0626 hartree up.

<a>
Computed, not measured: a cluster of 2 separate species, C6H14NO in total, with ωB97M-V with the def2-TZVPD basis set.

XYZ file:
```
22
Properties=species:S:1:pos:R:3:nbo_charge:R:1
C 0.3402 0.7450 0.6708 -0.13
C -0.0532 -0.5578 1.0336 -0.24
C 0.7058 -1.3085 2.2912 -0.01
O 0.2240 -0.5883 3.3709 -0.91
C 0.5571 -0.5442 -0.4731 -0.33
N 0.3509 0.4922 -1.7832 -0.65
C -1.0070 0.3908 -2.1208 -0.38
C -1.4924 1.1619 -3.4904 -0.62
H 1.3067 1.2059 0.9171 0.23
H -0.4030 1.5061 0.5279 0.20
H 2.2401 0.3720 3.6554 0.08
H -1.1207 -0.7958 0.8740 0.21
H 0.3397 -2.3752 2.3592 0.12
H 1.8391 -1.3896 2.0636 0.10
H 0.0755 -1.4842 -0.8721 0.23
H 1.6348 -0.6942 -0.5165 0.22
H 2.9678 0.5844 3.5296 -0.10
H -0.8159 1.1471 -1.3102 0.30
H -1.7461 -0.3992 -1.8792 0.14
H -2.6065 1.1541 -3.5919 0.19
H -1.2068 2.1937 -3.2513 0.20
H -1.0565 0.9141 -4.4588 0.18
```

Calculated values
2S+1: 1
Charge: -1

<b>
Computed, not measured: a cluster of 2 separate species, C6H14NO in total, with ωB97M-V with the def2-TZVPD basis set.

XYZ file:
```
22
Properties=species:S:1:pos:R:3:nbo_charge:R:1
C 0.7495 -0.5103 1.3099 -0.36
C 0.5821 0.9175 1.9068 -0.61
C -0.5665 -0.6341 0.2508 -0.34
N -1.8479 -0.2650 0.8917 -0.68
C -2.3962 0.0953 -1.6826 -0.71
C -2.2911 -0.7290 -0.4136 0.32
C 2.2197 0.3765 -1.4786 -0.23
O 2.8860 0.5245 -0.2402 -0.97
H 0.8704 -1.2364 2.1575 0.17
H 1.7170 -0.4187 0.7528 0.32
H 0.6947 1.6840 1.1397 0.21
H -0.3547 1.0785 2.4128 0.20
H 1.3412 1.0696 2.6816 0.19
H -0.1927 0.1538 -0.4247 0.21
H -0.4851 -1.5916 -0.1868 0.18
H 2.0997 1.3542 -2.0823 0.10
H -3.4306 0.0962 -1.9804 0.23
H -1.9192 1.0798 -1.3995 0.25
H -1.7896 -0.3956 -2.4862 0.23
H -2.6172 -1.8141 -0.6210 0.13
H 1.2012 -0.2879 -1.5204 0.07
H 2.9278 -0.2083 -2.1197 0.11
```

Calculated values
2S+1: 1
Charge: -1

Going by the energies, <b> is most stable and the next is 0.1303 hartree up.

<a>
Computed, not measured: a structure of composition C6H14NO, with ωB97M-V with the def2-TZVPD basis set.

XYZ file:
```
22
Properties=species:S:1:pos:R:3:nbo_charge:R:1
C 0.3950 1.1905 0.7721 -0.42
C 0.5108 1.6112 -0.7223 -0.60
C -0.7262 0.1406 0.8546 -0.26
N -2.0712 0.7214 0.3289 -0.60
C -2.3651 -1.3856 -0.8908 -0.73
C -2.5828 -0.4720 0.3598 0.32
C 3.0730 -0.6845 0.0963 -0.22
O 3.0966 0.6474 0.4568 -0.98
H 0.2046 2.0679 1.4028 0.18
H 1.3624 0.7676 1.1212 0.31
H 0.2695 0.8007 -1.4205 0.18
H -0.2385 2.3804 -0.9868 0.18
H 1.4227 2.1020 -1.0518 0.23
H -0.2832 -0.7718 0.4388 0.20
H -0.8555 -0.0383 1.9323 0.17
H 3.3265 -1.4789 0.8724 0.07
H -1.9847 -0.7628 -1.7002 0.23
H -1.6454 -2.2097 -0.8265 0.22
H -3.3039 -1.7861 -1.2935 0.21
H -3.2989 -1.0091 1.0065 0.12
H 3.7254 -0.9359 -0.7646 0.11
H 1.9689 -0.8947 0.0143 0.08
```

Calculated values
2S+1: 1
Charge: -1

<b>
Computed, not measured: the ion C6H14NO with charge -1, with ωB97M-V with the def2-TZVPD basis set.

XYZ file:
```
22
Properties=species:S:1:pos:R:3:nbo_charge:R:1
C 2.3740 1.1072 -1.4804 -0.61
C 1.1804 0.1471 -1.2485 -0.40
C 0.7366 -0.0618 0.2031 -0.40
C -0.6430 -0.7128 0.6511 -0.07
C -0.2707 -1.4119 1.9795 -0.61
N -1.5550 0.4101 0.9000 -0.71
C -2.4168 0.5780 -0.4081 0.15
O -3.0951 -0.4822 -0.7571 -0.93
H 3.1567 0.4734 -1.8952 0.19
H 2.0624 1.8012 -2.2624 0.20
H 2.7676 1.6618 -0.6321 0.20
H 0.2714 0.5418 -1.7247 0.21
H 1.3858 -0.7556 -1.8343 0.18
H 0.6553 0.9464 0.6196 0.21
H 1.5865 -0.5338 0.7202 0.16
H -1.0000 -1.4440 -0.0623 0.21
H 0.5807 -2.1087 1.8722 0.18
H -1.0708 -2.0859 2.2895 0.20
H 0.1579 -0.7535 2.7324 0.20
H -2.2273 0.2022 1.6208 0.34
H -1.6250 1.0009 -1.1083 0.04
H -3.0113 1.4799 -0.1750 0.06
```

Calculated values
2S+1: 1
Charge: -1
Structure (SMILES): CCC[C@@H](C)NC[O-]

Going by the energies, <b> is most stable and the next is 0.1463 hartree up.

<a>
Computed, not measured: a cluster of 2 separate species, C3HO3 in total, with ωB97M-V with the def2-TZVPD basis set.

XYZ file:
```
7
Properties=species:S:1:pos:R:3:nbo_charge:R:1
C 0.3100 -0.1659 0.5225 -0.32
C 0.7654 1.0182 1.6555 0.81
C -0.1943 -0.6626 -0.4799 0.03
O -0.9207 -1.4830 -2.4457 -0.60
O 0.3060 0.5689 2.6597 -0.63
O 1.3437 2.0535 1.3675 -0.69
H -1.6101 -1.3290 -3.2796 0.40
```

Calculated values
2S+1: 1
Charge: -1

<b>
Computed, not measured: a structure of composition C3HO3, with ωB97M-V with the def2-TZVPD basis set.

XYZ file:
```
7
Properties=species:S:1:pos:R:3:nbo_charge:R:1
C -0.5503 -0.4150 -0.4536 0.35
C -1.0551 -0.7496 1.4863 -0.20
C -1.7114 0.4835 1.8743 0.64
O -2.4786 1.3714 1.7103 -0.65
O -0.4742 0.4790 2.3338 -0.59
O -1.0111 -0.9540 -1.4297 -0.61
H 0.4875 -0.0710 -0.6112 0.05
```

Calculated values
2S+1: 1
Charge: -1

Going by the energies, <b> is most stable and the next is 0.1250 hartree up.

<a>
Computed, not measured: a cluster of 2 separate species, C2H7OS in total, with ωB97M-V with the def2-TZVPD basis set.

XYZ file:
```
11
Properties=species:S:1:pos:R:3:nbo_charge:R:1
O -0.9599 2.4168 -0.2917 -1.20
H -0.0737 2.8199 -0.0062 0.43
C 1.0154 -1.0464 -0.3143 -0.63
C -0.1678 -0.6349 0.5435 -0.50
S -1.7043 -0.3757 -0.4606 -0.43
H 1.8572 -1.2046 0.3427 0.18
H 0.6401 -1.9430 -0.9019 0.20
H 1.2363 -0.1884 -0.8984 0.21
H 0.0727 0.4352 1.0551 0.21
H -0.4330 -1.4533 1.2134 0.18
H -1.4830 1.1743 -0.2816 0.36
```

Calculated values
2S+1: 1
Charge: -1

<b>
Computed, not measured: a cluster of 2 separate species, C2H7OS in total, with ωB97M-V with the def2-TZVPD basis set.

XYZ file:
```
11
Properties=species:S:1:pos:R:3:nbo_charge:R:1
C -1.0647 1.0505 -0.6817 -0.63
C -0.2152 1.1023 0.5858 -0.52
S 0.0772 -0.5256 1.4400 -0.77
H -2.0556 1.3811 -0.3663 0.19
H -1.1502 0.0705 -1.1362 0.21
H -0.7241 1.7944 -1.4102 0.18
H -0.7489 1.6498 1.3699 0.18
H 0.7629 1.5688 0.5669 0.18
H 1.4070 -2.0833 -0.5036 0.50
H 1.7882 -3.1172 0.5374 0.47
O 1.9234 -2.8914 -0.4021 -0.98
```

Calculated values
2S+1: 1
Charge: -1

<c>
Computed, not measured: a cluster of 2 separate species, C2H7OS in total, with ωB97M-V with the def2-TZVPD basis set.

XYZ file:
```
11
Properties=species:S:1:pos:R:3:nbo_charge:R:1
S -2.6015 -0.5525 -1.1079 -0.96
H -3.6727 0.0518 -1.6196 0.10
H -1.0743 0.6574 -0.9607 0.48
C 0.3375 -0.2651 0.0084 -0.07
O -0.0856 0.8962 -0.7165 -0.82
C 1.5400 0.1614 0.9027 -0.62
H 0.5781 -1.1121 -0.6652 0.15
H -0.4616 -0.5306 0.7178 0.17
H 1.8369 -0.7278 1.5261 0.18
H 1.1442 0.9597 1.5577 0.20
H 2.4591 0.4615 0.3573 0.19
```

Calculated values
2S+1: 1
Charge: -1

<d>
Computed, not measured: a cluster of 2 separate species, C2H7OS in total, with ωB97M-V with the def2-TZVPD basis set.

XYZ file:
```
11
Properties=species:S:1:pos:R:3:nbo_charge:R:1
O 0.2589 0.4474 2.8950 -1.11
H 0.2033 -0.4873 3.1155 0.43
C 0.2987 0.8673 0.2595 -1.07
S -0.1576 -0.6223 -0.4791 0.12
C -0.2923 -0.2020 -2.4088 -0.77
H -0.4436 1.7183 0.4251 0.19
H 1.3716 1.0949 0.3459 0.19
H 0.2620 0.4710 1.7179 0.45
H 0.0451 -1.1180 -3.0085 0.18
H -1.3635 0.0334 -2.6331 0.18
H 0.3383 0.6728 -2.5617 0.20
```

Calculated values
2S+1: 1
Charge: -1

Going by the energies, <c> is most stable and the next is 0.0035 hartree up.

<a>
Computed, not measured: a cluster of 2 separate species, C3H12N3S in total, with ωB97M-V with the def2-TZVPD basis set.

XYZ file:
```
19
Properties=species:S:1:pos:R:3:nbo_charge:R:1
C -1.3150 -2.1590 0.5906 -0.64
C 1.8843 1.7260 -0.9507 0.41
C -1.6481 -0.7540 0.1392 -0.12
N 1.4156 1.1460 0.1377 -0.74
N 3.1609 1.7594 -1.2476 -0.71
N -1.0068 0.2972 0.9085 -0.85
S -0.9887 -0.4882 -1.6124 -0.10
H -1.9409 -2.9688 -0.0450 0.26
H -1.8318 -2.2809 1.6604 0.23
H -0.2796 -2.3646 0.5552 0.22
H -2.6649 -0.7100 -0.0494 0.21
H 0.3957 0.7066 0.4128 0.46
H 2.1602 0.6102 0.5327 0.37
H 3.8172 1.3566 -0.4665 0.42
H 3.4761 2.0562 -2.0710 0.42
H 1.2195 2.2075 -1.6215 0.22
H -1.1466 0.1133 1.9913 0.41
H -1.4136 1.1831 0.6420 0.40
H -0.3503 -1.6818 -1.5674 0.14
```

Calculated values
2S+1: 1
Charge: +1

<b>
Computed, not measured: the ion C3H12N3S with charge +1, with ωB97M-V with the def2-TZVPD basis set.

XYZ file:
```
19
Properties=species:S:1:pos:R:3:nbo_charge:R:1
C -2.1916 -0.9087 1.4729 -0.75
S -1.3626 0.7039 1.6992 0.42
N -1.3692 1.2470 0.0244 -0.55
N -0.0819 1.1903 -0.6672 -0.50
C 0.5596 -0.0942 -0.7784 0.13
C 1.6574 0.0435 -1.8248 -0.64
N 1.1147 -0.5133 0.6479 -0.81
H -1.5758 -1.6474 2.0037 0.23
H -2.0684 -1.2111 0.4222 0.24
H -3.1862 -0.9293 1.8755 0.26
H -1.5954 2.1817 -0.0026 0.38
H 0.4929 2.0477 -0.6855 0.40
H -0.0709 -0.9389 -0.8873 0.21
H 2.4962 0.6312 -1.3609 0.22
H 1.3549 0.5981 -2.7493 0.27
H 2.0715 -0.9312 -2.0207 0.24
H 1.5849 -1.4689 0.5973 0.45
H 1.9066 0.1516 0.9475 0.42
H 0.2635 -0.1519 1.2860 0.40
```

Calculated values
2S+1: 1
Charge: +1
Structure (SMILES): CSNN[C@@H](C)[NH3+]

Going by the energies, <a> is most stable and the next is 0.0544 hartree up.